(1)
Formula: C32H48F11NO13
Source: the OMol25 dataset
Level of theory: ωB97M-V/def2-TZVPD

The net charge is 0. Its SMILES is [H]/N=C/C[C@@H](OC)[C@](CCCCCC)(COCCOCC)O[C@@H]([C@H](F)CC)C(F)(F)C(F)(F)C(F)(F)F.O=C1OC[C@@H](F)O1.O=C1OC[C@@H](F)O1.O=C1OC[C@@H](F)O1.

Bonds (Å) are listed after each position.
Atoms and positions in Å:
1 H -2.735 4.092 -0.728  N2 1.021
2 N -1.754 3.961 -0.976  H1 1.021, C3 1.262
3 C -1.664 3.044 -1.837  N2 1.262, C4 1.508, H38 1.096
4 C -0.327 2.596 -2.372  C3 1.508, C5 1.532, H39 1.095, H40 1.093
5 C 0.456 1.909 -1.248  C4 1.532, O6 1.426, C8 1.551, H41 1.090
6 O -0.446 1.034 -0.575  C5 1.426, C7 1.412
7 C -0.453 1.160 0.831  O6 1.412, H42 1.096, H43 1.098, H44 1.092
8 C 1.689 1.087 -1.704  C5 1.551, C9 1.529, C15 1.544, O22 1.442
9 C 2.525 1.856 -2.728  C8 1.529, C10 1.544, H45 1.093, H46 1.096
10 C 3.792 1.118 -3.211  C9 1.544, C11 1.544, H47 1.097, H48 1.093
11 C 3.768 0.682 -4.692  C10 1.544, C12 1.529, H49 1.097, H50 1.095
12 C 4.225 -0.761 -4.910  C11 1.529, C13 1.539, H51 1.095, H52 1.099
13 C 5.734 -0.958 -4.677  C12 1.539, C14 1.528, H53 1.096, H54 1.095
14 C 6.077 -2.296 -4.026  C13 1.528, H55 1.095, H56 1.094, H57 1.093
15 C 1.207 -0.243 -2.324  C8 1.544, O16 1.400, H58 1.100, H59 1.100
16 O 1.143 -1.256 -1.359  C15 1.400, C17 1.409
17 C 0.639 -2.469 -1.868  O16 1.409, C18 1.528, H60 1.102, H61 1.101
18 C 0.462 -3.419 -0.684  C17 1.528, O19 1.422, H62 1.096, H63 1.093
19 O -0.707 -4.213 -0.841  C18 1.422, C20 1.419
20 C -1.800 -3.750 -0.063  O19 1.419, C21 1.528, H64 1.100, H65 1.100
21 C -3.063 -4.516 -0.458  C20 1.528, H66 1.091, H67 1.092, H68 1.093
22 O 2.429 0.742 -0.516  C8 1.442, C23 1.392
23 C 3.687 1.246 -0.201  O22 1.392, C24 1.545, C28 1.555, H69 1.092
24 C 3.588 2.219 0.995  C23 1.545, F25 1.403, C26 1.526, H70 1.094
25 F 2.816 3.280 0.498  C24 1.403
26 C 4.878 2.802 1.566  C24 1.526, C27 1.538, H71 1.093, H72 1.089
27 C 5.159 2.464 3.040  C26 1.538, H73 1.091, H74 1.093, H75 1.091
28 C 4.581 0.019 0.141  C23 1.555, F29 1.361, F30 1.327, C31 1.569
29 F 4.799 -0.032 1.483  C28 1.361
30 F 3.977 -1.115 -0.192  C28 1.327
31 C 5.986 -0.015 -0.556  C28 1.569, F32 1.354, F33 1.339, C34 1.544
32 F 6.424 1.244 -0.793  C31 1.354
33 F 5.859 -0.624 -1.742  C31 1.339
34 C 7.104 -0.740 0.225  C31 1.544, F35 1.324, F36 1.325, F37 1.329
35 F 6.690 -1.926 0.641  C34 1.324
36 F 8.157 -0.907 -0.560  C34 1.325
37 F 7.478 -0.022 1.279  C34 1.329
38 H -2.544 2.503 -2.203  C3 1.096
39 H -0.486 1.922 -3.220  C4 1.095
40 H 0.227 3.473 -2.717  C4 1.093
41 H 0.788 2.687 -0.560  C5 1.090
42 H 0.515 0.881 1.263  C7 1.096
43 H -0.706 2.185 1.132  C7 1.098
44 H -1.213 0.471 1.207  C7 1.092
45 H 1.879 2.071 -3.582  C9 1.093
46 H 2.783 2.835 -2.308  C9 1.096
47 H 3.929 0.215 -2.603  C10 1.097
48 H 4.659 1.761 -3.034  C10 1.093
49 H 4.426 1.335 -5.277  C11 1.097
50 H 2.759 0.813 -5.098  C11 1.095
51 H 3.959 -1.068 -5.926  C12 1.095
52 H 3.670 -1.425 -4.233  C12 1.099
53 H 6.110 -0.149 -4.040  C13 1.096
54 H 6.256 -0.876 -5.636  C13 1.095
55 H 5.491 -2.443 -3.113  C14 1.095
56 H 5.855 -3.132 -4.697  C14 1.094
57 H 7.134 -2.354 -3.754  C14 1.093
58 H 1.863 -0.554 -3.151  C15 1.100
59 H 0.204 -0.074 -2.741  C15 1.100
60 H -0.348 -2.316 -2.332  C17 1.102
61 H 1.312 -2.882 -2.636  C17 1.101
62 H 0.388 -2.798 0.216  C18 1.096
63 H 1.314 -4.094 -0.566  C18 1.093
64 H -1.569 -3.881 1.004  C20 1.100
65 H -1.933 -2.672 -0.236  C20 1.100
66 H -3.807 -3.855 -0.904  C21 1.091
67 H -2.805 -5.281 -1.192  C21 1.092
68 H -3.514 -5.023 0.399  C21 1.093
69 H 4.160 1.789 -1.021  C23 1.092
70 H 2.990 1.744 1.777  C24 1.094
71 H 4.771 3.884 1.449  C26 1.093
72 H 5.732 2.520 0.951  C26 1.089
73 H 5.301 3.372 3.628  C27 1.091
74 H 4.339 1.896 3.485  C27 1.093
75 H 6.063 1.863 3.153  C27 1.091
76 O -5.935 -1.154 -0.771  C77 1.186
77 C -6.257 -1.816 0.158  O76 1.186, O78 1.348, O82 1.362
78 O -6.120 -3.154 0.251  C77 1.348, C79 1.429
79 C -6.452 -3.560 1.581  O78 1.429, C80 1.518, H83 1.091, H84 1.085
80 C -7.323 -2.411 2.054  C79 1.518, F81 1.354, O82 1.412, H85 1.091
81 F -7.144 -2.131 3.367  C80 1.354
82 O -6.844 -1.326 1.287  C77 1.362, C80 1.412
83 H -5.544 -3.612 2.183  C79 1.091
84 H -6.950 -4.525 1.562  C79 1.085
85 H -8.391 -2.534 1.870  C80 1.091
86 O -5.994 -1.771 9.184  C87 1.183
87 C -5.924 -1.128 8.194  O86 1.183, O88 1.354, O92 1.364
88 O -6.250 0.182 8.085  C87 1.354, C89 1.427
89 C -5.869 0.645 6.790  O88 1.427, C90 1.518, H93 1.091, H94 1.085
90 C -5.820 -0.645 5.993  C89 1.518, F91 1.354, O92 1.412, H95 1.091
91 F -4.844 -0.642 5.055  C90 1.354
92 O -5.513 -1.603 6.983  C87 1.364, C90 1.412
93 H -4.875 1.091 6.837  C89 1.091
94 H -6.592 1.369 6.427  C89 1.085
95 H -6.759 -0.920 5.511  C90 1.091
96 O -5.110 5.124 -0.057  C97 1.185
97 C -5.353 4.054 0.390  O96 1.185, O98 1.351, O102 1.361
98 O -5.036 2.881 -0.201  C97 1.351, C99 1.432
99 C -5.334 1.810 0.701  O98 1.432, C100 1.517, H103 1.091, H104 1.085
100 C -6.347 2.456 1.626  C99 1.517, F101 1.355, O102 1.415, H105 1.091
101 F -6.235 2.021 2.905  C100 1.355
102 O -5.993 3.825 1.569  C97 1.361, C100 1.415
103 H -4.434 1.543 1.257  C99 1.091
104 H -5.703 0.950 0.151  C99 1.085
105 H -7.388 2.345 1.316  C100 1.091

(2)
Formula: C5H10N2O
Source: the OMol25 dataset
Level of theory: ωB97M-V/def2-TZVPD

The net charge is 0. Its SMILES is [H]/N=C/NCC1(O)CC1.

Bonds (Å) are listed after each position.
Atoms and positions in Å:
1 H 2.597 1.554 0.531  N2 0.997
2 N 1.875 0.950 0.202  H1 0.997, C3 1.348
3 C 2.221 -0.340 0.389  N2 1.348, N4 1.373, H10 1.100
4 N 1.307 -1.067 -0.332  C3 1.373, C5 1.423, H11 1.172
5 C 0.154 -0.458 -0.902  N4 1.423, C6 1.529, H12 1.231, H13 1.255
6 C -1.032 0.175 -0.173  C5 1.529, O7 1.419, C8 1.442, C9 1.480
7 O -0.855 1.578 -0.295  C6 1.419, H14 1.054
8 C -2.337 -0.436 -0.129  C6 1.442, C9 1.619, H15 1.155, H16 1.069
9 C -1.368 -0.360 1.166  C6 1.480, C8 1.619, H17 1.100, H18 1.120
10 H 2.977 -0.844 1.009  C3 1.100
11 H 0.981 -2.129 0.043  N4 1.172
12 H 0.601 0.429 -1.628  C5 1.231
13 H -0.325 -1.266 -1.735  C5 1.255
14 H 0.156 1.640 -0.005  O7 1.054
15 H -2.282 -1.500 -0.574  C8 1.155
16 H -3.314 -0.007 -0.070  C8 1.069
17 H -1.500 0.230 2.084  C9 1.100
18 H -1.148 -1.403 1.510  C9 1.120

(3)
Formula: C4H7NO
Source: the OMol25 dataset
Level of theory: ωB97M-V/def2-TZVPD

The net charge is 0. Its SMILES is CN=C1COC1.

Bonds (Å) are listed after each position.
Atoms and positions in Å:
1 C -1.993 0.118 0.382  N2 1.404, H7 1.015, H8 1.054, H9 1.079
2 N -1.009 -0.882 0.423  C1 1.404, C3 1.253
3 C 0.143 -0.532 0.075  N2 1.253, C4 1.538, C6 1.741
4 C 1.602 -1.015 0.016  C3 1.538, O5 1.423, H10 1.092, H11 1.019
5 O 2.087 0.223 -0.490  C4 1.423, C6 1.425
6 C 0.851 0.930 -0.552  C3 1.741, O5 1.425, H12 1.132, H13 1.149
7 H -1.958 0.729 1.192  C1 1.015
8 H -2.924 -0.368 0.469  C1 1.054
9 H -1.996 0.730 -0.507  C1 1.079
10 H 1.995 -1.184 1.021  C4 1.092
11 H 1.740 -1.797 -0.622  C4 1.019
12 H 0.628 1.255 -1.613  C6 1.132
13 H 0.834 1.793 0.206  C6 1.149

(4)
Formula: C3H9N3O4P
Source: the OMol25 dataset
Level of theory: ωB97M-V/def2-TZVPD

The net charge is -1. Its SMILES is C[C@@](O)(NP(N)(N)=O)C(=O)[O-].

Bonds (Å) are listed after each position.
Atoms and positions in Å:
1 C 1.811 -0.785 -0.104  C2 1.552, H12 1.059, H13 1.107, H14 1.018
2 C 0.442 -0.782 0.627  C1 1.552, O3 1.382, N4 1.688, C9 1.547
3 O 0.721 -1.169 1.924  C2 1.382, H15 0.930
4 N -0.323 0.715 0.779  C2 1.688, P5 1.709, H16 1.005
5 P -0.618 1.804 -0.504  N4 1.709, N6 1.632, N7 1.719, O8 1.467
6 N -2.215 1.581 -0.752  P5 1.632, H17 1.039, H18 1.024
7 N 0.098 1.369 -2.005  P5 1.719, H19 1.025, H20 1.023
8 O -0.260 3.207 -0.265  P5 1.467
9 C -0.818 -1.477 0.058  C2 1.547, O10 1.271, O11 1.269
10 O -1.538 -1.999 0.966  C9 1.271
11 O -0.972 -1.397 -1.198  C9 1.269
12 H 1.842 -1.639 -0.730  C1 1.059
13 H 1.944 0.152 -0.678  C1 1.107
14 H 2.443 -0.886 0.688  C1 1.018
15 H -0.108 -1.515 2.168  O3 0.930
16 H 0.162 1.169 1.533  N4 1.005
17 H -2.685 2.214 -1.429  N6 1.039
18 H -2.817 0.807 -0.457  N6 1.024
19 H -0.547 1.654 -2.748  N7 1.025
20 H 0.203 0.351 -2.017  N7 1.023

no.,Kohn-Sham gap (eV),HOMO (eV),LUMO level (eV)
1,9.408,-9.23,0.176
2,9.663,-8.98,0.682
3,10.427,-9.42,1.004
4,8.966,-5.16,3.802